# 1
Computed, not measured: N3O13TlV2 as an isolated structure, with ωB97M-V with the def2-TZVPD basis set.

As for the spin multiplicity: 2. As for the net charge: +1. The value obtained for the LUMO energy (alpha / beta) is -5.7 / -9.3 eV. The value obtained for the HOMO energy (alpha / beta) is -13.66 / -13.65 eV. The maximum force is 5.763 eV Å⁻¹. For the gap between HOMO and LUMO (alpha / beta), the calculation gives 8.0 / 4.4 eV.

Atoms and positions in Å:
Tl (2.50000, -1.49096, 2.30458)
O (2.56816, 2.18929, -3.28367)
V (1.92853, 2.48568, -1.80466)
O (2.20736, 3.99116, -1.53341)
O (-2.87274, 0.18566, -1.72307)
V (-2.38751, -0.78192, -0.59038)
O (-2.85996, -2.30835, -0.89609)
N (0.13591, 1.41706, 0.72717)
O (0.64167, 0.74713, 1.64639)
O (0.78481, 2.23242, 0.07189)
O (-0.89652, 1.03865, 0.24175)
N (0.96500, -0.92180, -1.36789)
O (-0.19483, -1.16568, -1.47526)
O (1.40463, 0.10477, -1.85122)
O (1.61082, -1.56557, -0.55130)
N (-1.40042, -1.51844, 2.52889)
O (-2.30991, -0.88226, 3.07906)
O (-1.25782, -1.64186, 1.31420)
O (-0.56724, -2.11506, 3.16298)

***

# 2
Computed, not measured: a 2-piece molecular cluster, N3O3 overall, with ωB97M-V with the def2-TZVPD basis set.

As for the net charge: -1. The value obtained for the energy above the lowest of the compared OMol25 structures with the same formula, charge and spin is 2.186 eV. The value obtained for the LUMO energy is 4.2 eV. The value obtained for the HOMO energy is -2.69 eV. The maximum force is 2.113 eV Å⁻¹. For the gap between HOMO and LUMO, the calculation gives 6.9 eV.

Atoms and positions in Å:
N (-0.94887, 0.76042, 0.13455)
N (1.35753, 0.07318, 0.45112)
N (-1.70660, 0.20058, -0.48385)
O (-2.47494, -0.52018, -1.06841)
O (2.07695, -0.08836, -0.56529)
O (1.69592, -0.42565, 1.53188)

***

# 3
Computed, not measured: one molecule with the formula N4O4, with ωB97M-V with the def2-TZVPD basis set.

As for the spin multiplicity: 3. The value obtained for the energy above the lowest of the compared OMol25 structures with the same formula, charge and spin is 0.118 eV. The value obtained for the LUMO energy (alpha / beta) is -1.7 / -4.8 eV. The value obtained for the HOMO energy (alpha / beta) is -9.85 / -11.56 eV. The maximum force is 5.532 eV Å⁻¹. For the gap between HOMO and LUMO (alpha / beta), the calculation gives 8.2 / 6.7 eV.

Atoms and positions in Å:
N (-0.36198, -0.10470, -0.44640)
N (0.70699, -0.13965, 0.33784)
N (-1.15480, -1.20970, -0.68248)
N (1.16551, 1.16619, 0.57853)
O (-1.92649, -1.00998, 0.34450)
O (-1.12438, -2.03105, -1.54030)
O (2.34760, 1.33373, 0.58439)
O (0.34755, 1.99515, 0.82392)